Entry 1:
20
Properties=species:S:1:pos:R:3:lowdin_charge:R:1 method="wB97M-V/def2-TZVPD" relative_energy_kj_mol=287.88 lumo_ev="6.3 / 6.3" homo_lumo_gap_ev="6.38 / 6.71" charge=-2
C -2.245 -1.452 -0.430 -0.739
C 0.274 1.474 -0.422 -0.271
C -0.583 1.419 0.885 -0.265
C -1.324 -0.716 0.411 -0.090
C 0.724 0.083 -0.711 -0.199
N -1.644 0.592 0.659 -0.077
O -3.111 -0.814 -1.067 -0.096
O 2.046 -1.556 0.827 -0.239
O 3.308 -0.795 -1.348 -0.459
O -2.229 -2.739 -0.454 -0.133
O 3.134 0.646 0.751 -0.409
P 2.445 -0.310 -0.168 0.210
H -0.221 1.784 -1.374 0.097
H 1.329 2.013 -0.336 0.118
H 0.068 0.986 1.772 0.159
H -0.863 2.393 1.154 0.071
H -0.669 -1.113 1.194 0.106
H 0.265 -0.446 -1.543 0.056
H 1.658 -2.225 0.248 0.043
H -2.363 0.777 -0.047 0.117

Entry 2:
12
Properties=species:S:1:pos:R:3:lowdin_charge:R:1 method="wB97M-V/def2-TZVPD" relative_energy_kj_mol=0.00 lumo_ev="0.5 / -4.4" homo_lumo_gap_ev="6.99 / 4.86" spin_multiplicity=3 s_squared=2.012
C -1.699 0.549 -0.584 -0.130
C -2.518 0.481 0.444 -0.089
C 3.619 -0.706 0.130 -0.119
O 0.679 0.754 0.416 -0.252
O 3.558 0.752 -0.344 -0.148
Si 2.097 0.318 0.200 0.424
H -1.263 -0.337 -1.015 0.041
H -1.447 1.481 -1.060 0.047
H -2.972 1.354 0.882 0.040
H -2.758 -0.460 0.913 0.040
H 3.850 -1.365 -0.699 0.072
H 4.299 -0.807 0.967 0.072

no.,DFT total energy (eV)
1,-26331.568
2,-15174.523